# C4H10O

A structure of composition C4H10O in a non-equilibrium geometry (ωB97M-V/def2-TZVPD, OMol25).

The geometry in XYZ format:
```
15
Properties=species:S:1:pos:R:3:forces:R:3
O 0.11657 2.27009 0.37514 0.12 0.13 0.06
C -0.40425 -1.45001 0.40915 2.73 -1.47 -0.51
C 0.25773 0.95060 0.87219 -0.14 -0.61 0.13
C -0.43704 -0.03232 -0.06438 -0.99 -0.34 0.43
C 0.15398 -0.05421 -1.43391 1.71 -1.63 0.19
H 1.32446 0.67517 0.96123 -0.22 0.01 -0.09
H -1.53460 -0.03518 0.05569 -0.08 1.70 -0.74
H 0.44151 0.94815 -1.82087 0.29 -0.96 0.24
H -0.70684 -1.50619 1.48387 0.90 -0.54 -0.65
H -0.19722 0.85556 1.86962 0.10 0.06 -0.07
H 0.77446 -1.80604 -0.11780 -2.93 -0.10 2.87
H -0.44529 -0.59420 -2.17170 -0.09 0.21 0.11
H 0.69497 2.84818 0.88782 -0.16 -0.10 -0.14
H -1.09527 -2.06366 -0.18675 0.16 0.16 0.22
H 1.05683 -1.00593 -1.11929 -1.39 3.46 -2.04
```
Forces are in eV/Å.

The relative energy (zero: lowest compared OMol25 entry of this formula, charge and spin) comes out at 275.5 kJ/mol. As for the charge: 0.

How is the electron density shared among the atoms? According to Löwdin, the charges in e are: atom 1 (O): -0.066, atom 2 (C): -0.122, atom 3 (C): -0.253, atom 4 (C): -0.524, atom 5 (C): -0.077, atom 6 (H): 0.130, atom 7 (H): 0.143, atom 8 (H): 0.081, atom 9 (H): 0.088, atom 10 (H): 0.118, atom 11 (H): 0.127, atom 12 (H): 0.068, atom 13 (H): 0.089, atom 14 (H): 0.074, atom 15 (H): 0.123

***

# C4H4N4

The molecule C4H4N4 in a non-equilibrium geometry (ωB97M-V/def2-TZVPD, OMol25).

The geometry in XYZ format:
```
12
Properties=species:S:1:pos:R:3:forces:R:3
N -0.13774 -0.15636 0.71277 -0.20 0.45 -3.81
N 1.77944 -0.15274 -0.11749 4.06 0.60 5.83
N 2.07461 0.06267 -3.47823 -1.43 0.11 4.52
N 1.18582 -0.16082 1.05849 -2.09 -0.49 -2.33
C -0.37734 -0.14524 -0.72721 1.29 1.99 1.19
C 0.98750 0.06605 -1.06157 -3.16 -1.53 -5.55
C -1.20469 0.12536 1.53171 -3.88 -2.28 6.56
C 1.66396 0.07565 -2.36067 0.21 0.04 -4.51
H -1.41625 1.15319 2.03779 0.42 -1.12 -2.35
H -2.16931 -0.50219 1.09214 2.35 2.18 1.42
H -0.99719 -0.35107 2.72916 -0.42 0.51 -3.60
H -1.38881 -0.01448 -1.41690 2.86 -0.48 2.64
```
Forces are in eV/Å.

The relative energy (zero: lowest compared OMol25 entry of this formula, charge and spin) comes out at 410.3 kJ/mol. As for the charge: 0. Its structure (SMILES) is Cn1cc(C#N)nn1.

How is the electron density shared among the atoms? According to Löwdin, the charges in e are: atom 1 (N): -0.245, atom 2 (N): 0.022, atom 3 (N): 0.137, atom 4 (N): 0.107, atom 5 (C): 0.068, atom 6 (C): -0.391, atom 7 (C): -0.141, atom 8 (C): -0.139, atom 9 (H): 0.101, atom 10 (H): 0.141, atom 11 (H): 0.149, atom 12 (H): 0.191

***

# C3H12N3O

A cluster of 2 separate species, C3H12N3O in total in a non-equilibrium geometry (ωB97M-V/def2-TZVPD, OMol25).

The geometry in XYZ format:
```
19
Properties=species:S:1:pos:R:3:forces:R:3
O 2.06170 -0.98183 0.51948 -2.18 -2.78 1.48
N 3.53070 0.42461 -0.01656 1.79 1.67 2.94
N -0.39935 -1.28283 -0.32970 1.34 -0.49 1.02
N -0.13996 1.01888 -0.08109 1.17 3.29 -1.63
C 2.50507 -0.28535 -0.35682 -0.38 0.59 -0.44
C -0.94906 0.01462 0.41408 -1.92 -0.95 -4.23
C -2.44783 0.12422 -0.06561 0.07 -0.77 3.03
H 3.96603 1.19705 -0.48048 -0.03 0.05 -0.47
H -2.94001 -0.88817 -0.06053 0.47 0.93 -0.09
H -0.80126 -0.07910 1.42532 0.15 -0.75 2.35
H -0.44281 1.50076 -0.95334 -0.12 -0.93 0.85
H 1.96678 -0.20594 -1.28045 0.48 0.24 -1.11
H 0.18032 1.80987 0.48980 -0.28 -1.10 0.37
H -0.30663 -1.09338 -1.33759 -0.66 -0.16 0.45
H 3.55960 0.40304 1.06652 0.71 0.17 -2.54
H -2.46758 0.52666 -1.08535 -0.36 0.34 0.56
H 0.66721 -1.40379 -0.00341 -0.99 0.24 0.18
H -2.95899 0.67815 0.83169 0.53 -0.39 -2.39
H -0.91146 -2.16552 -0.14165 0.22 0.80 -0.32
```
Forces are in eV/Å.

The relative energy (zero: lowest compared OMol25 entry of this formula, charge and spin) comes out at 197.9 kJ/mol. As for the charge: +1.

How is the electron density shared among the atoms? According to Löwdin, the charges in e are: atom 1 (O): -0.011, atom 2 (N): 0.167, atom 3 (N): 0.160, atom 4 (N): 0.039, atom 5 (C): -0.435, atom 6 (C): -0.387, atom 7 (C): -0.028, atom 8 (H): 0.117, atom 9 (H): 0.084, atom 10 (H): 0.126, atom 11 (H): 0.121, atom 12 (H): 0.126, atom 13 (H): 0.124, atom 14 (H): 0.147, atom 15 (H): 0.186, atom 16 (H): 0.079, atom 17 (H): 0.097, atom 18 (H): 0.127, atom 19 (H): 0.162

***

# C37H33ClF6N6O4PSeY

A structure of composition C37H33ClF6N6O4PSeY (ωB97M-V/def2-TZVPD, OMol25).

The geometry in XYZ format:
```
90
Properties=species:S:1:pos:R:3:forces:R:3
Y 1.28742 0.90905 -0.86272 0.32 0.61 -0.03
Se 3.02313 -3.06605 -0.83687 0.03 -0.07 -0.12
Cl 6.15982 -1.04515 -0.39230 0.00 0.00 0.01
P -1.69921 1.62119 -1.88832 -0.05 -0.15 0.02
F -0.95842 1.20936 -0.38130 -0.12 0.04 0.04
F -0.27665 0.84562 -2.53461 -0.01 -0.01 -0.16
F -0.81953 2.94695 -1.84341 0.02 0.00 0.03
F -2.35484 0.16809 -1.85482 0.00 0.02 -0.01
F -2.89849 2.27999 -1.13542 -0.02 -0.02 0.00
F -2.20302 1.90286 -3.34265 -0.01 -0.02 0.03
O 2.21853 2.78116 -1.72664 0.35 -0.01 0.17
O 3.29597 0.42812 0.17232 0.07 -0.03 0.07
O 3.11547 -0.09398 -1.95216 0.06 -0.07 0.03
O 1.45547 2.81110 0.33056 -0.10 -0.04 0.01
N 0.24079 5.35112 0.56752 -0.09 0.07 -0.22
N 2.07421 -5.30150 0.73319 0.05 0.04 0.04
N 0.33531 -1.38827 -0.49726 -0.25 -0.11 -0.01
N 3.92077 -4.41833 1.47928 0.01 -0.01 0.04
N -3.65278 -4.56475 -1.31899 0.01 0.00 0.01
N -2.79589 -5.17396 0.65382 0.02 -0.02 -0.02
C -3.87459 -5.99045 0.35256 0.01 -0.01 0.02
C -1.47174 6.20583 2.02370 0.00 0.03 0.05
C -0.22746 -1.76963 0.65999 0.13 0.02 0.07
C -4.43462 -5.61315 -0.87399 -0.03 -0.02 -0.01
C -1.42784 6.92959 -0.29482 -0.03 -0.07 0.01
C -1.12686 -2.90156 -1.64488 -0.01 -0.08 0.14
C 2.44498 -7.55538 3.63875 -0.03 0.00 -0.03
C 3.83151 0.21405 -0.95097 -0.22 -0.24 0.00
C -6.08363 -7.28263 -0.67697 0.00 -0.02 0.03
C -2.54786 7.73308 -0.04004 0.03 0.03 0.02
C 3.57523 5.28486 -1.03079 -0.02 0.01 -0.17
C -4.42527 -7.04736 1.08170 0.03 0.02 -0.01
C 1.44489 5.76611 0.03992 0.19 -0.02 0.27
C -0.11460 -1.96588 -1.61829 0.18 0.08 -0.17
C 2.01062 3.42785 -0.64869 -0.36 -0.10 0.02
C 3.62101 -5.45014 2.34156 0.01 0.05 -0.03
C -3.11773 7.74505 1.22904 -0.03 0.02 -0.03
C -1.20918 -2.73080 0.73936 -0.03 -0.01 0.00
C 1.81281 -7.07444 2.51525 -0.02 -0.04 0.02
C 0.87547 -5.57034 -0.05247 -0.03 -0.03 -0.03
C 2.98843 -4.33872 0.51088 -0.11 0.00 0.06
C -2.71257 -4.34578 -0.35154 0.00 -0.01 0.00
C 5.32664 0.36541 -1.10556 -0.03 0.02 -0.06
C 3.64986 -6.99663 4.11217 0.03 0.03 -0.01
C 2.43143 -6.00571 1.86903 -0.01 0.01 -0.04
C -5.55246 -6.24612 -1.41279 0.02 0.02 -0.01
C -1.68511 -3.30773 -0.43747 0.01 0.08 -0.04
C 3.03665 7.52793 -0.43633 0.01 -0.01 0.00
C -2.59821 6.97383 2.25426 0.04 -0.03 0.02
C 3.93685 6.61475 -0.98052 -0.04 0.00 0.02
C -3.16557 8.57176 -1.12957 0.00 -0.02 0.03
C 1.81916 7.11652 0.06606 -0.06 0.00 -0.06
C -0.88340 6.18859 0.76414 0.03 -0.03 0.06
C -5.52723 -7.68034 0.55376 -0.02 0.00 -0.02
C 4.26062 -5.93937 3.47813 0.02 -0.01 0.03
C 2.34804 4.85033 -0.53158 0.13 0.10 -0.01
C -0.86007 6.80499 -1.68362 -0.02 -0.01 0.06
H 5.59189 0.41665 -2.15552 0.03 -0.01 0.01
H -6.95340 -7.80443 -1.05244 0.00 0.00 0.00
H -3.99832 -7.33946 2.03151 -0.01 -0.01 0.00
H -3.97541 9.17887 -0.72838 0.01 0.01 0.00
H 0.87670 -4.91856 -0.92085 0.02 0.00 -0.01
H -0.01466 -5.37878 0.54721 0.02 -0.04 0.02
H -1.55041 7.18841 -2.42938 -0.02 -0.03 -0.01
H -0.65829 5.75713 -1.91255 0.05 0.00 0.00
H -1.62715 -3.02421 1.69179 -0.01 0.01 0.00
H 0.88788 -7.50168 2.15392 0.00 0.00 0.00
H -3.98777 8.36427 1.41084 0.00 0.00 -0.01
H -3.84583 -3.96719 -2.10486 0.00 0.00 0.00
H -3.05760 6.98799 3.23391 0.01 0.00 0.00
H 0.13273 -1.28080 1.55866 0.00 0.02 -0.01
H 5.18301 -5.50919 3.84219 0.00 -0.01 0.01
H 2.00656 -8.38514 4.17523 0.01 0.00 0.01
H 1.13407 7.83513 0.49728 0.01 0.00 0.01
H -2.43298 9.24042 -1.58383 -0.01 0.00 -0.01
H 5.66019 1.24646 -0.56572 0.01 0.00 -0.01
H -5.98482 -8.49774 1.09415 0.00 0.00 0.00
H 3.29516 8.57833 -0.39108 0.00 0.00 0.00
H 0.37654 -1.67001 -2.53823 -0.08 0.05 -0.02
H 0.88592 -6.61025 -0.37358 0.01 0.00 0.01
H 0.22490 4.43072 0.97374 -0.05 -0.03 -0.08
H -1.43862 -3.32693 -2.58902 0.00 0.01 0.00
H -3.57957 7.94999 -1.92570 0.00 0.01 -0.01
H 4.89375 6.94042 -1.36286 0.00 0.01 0.00
H 0.08166 7.34624 -1.79438 -0.02 0.02 -0.03
H 4.70228 -3.78076 1.53266 0.00 0.01 0.00
H 4.10522 -7.41102 5.00071 -0.01 -0.01 0.00
H -5.98575 -5.94263 -2.35625 0.00 0.00 0.00
H -1.02319 5.62243 2.81871 -0.01 0.00 0.01
H 4.23905 4.55430 -1.47645 -0.02 -0.01 0.00
```
Forces are in eV/Å.

Its expectation value of S² is 0.7631. The spin multiplicity is 2. The relative energy (zero: lowest compared OMol25 entry of this formula, charge and spin) comes out at 177.9 kJ/mol. As for the charge: +1.

How is the electron density shared among the atoms? According to Löwdin, the charges in e are: atom 1 (Y): 1.696, atom 2 (Se): 1.050, atom 3 (Cl): 0.568, atom 4 (P): 0.221, atom 5 (F): -0.253, atom 6 (F): -0.262, atom 7 (F): -0.108, atom 8 (F): -0.115, atom 9 (F): -0.063, atom 10 (F): -0.066, atom 11 (O): -0.074, atom 12 (O): -0.102, atom 13 (O): -0.141, atom 14 (O): -0.108, atom 15 (N): 0.103, atom 16 (N): -0.039, atom 17 (N): -0.067, atom 18 (N): 0.145, atom 19 (N): 0.179, atom 20 (N): 0.179, atom 21 (C): -0.222, atom 22 (C): -0.028, atom 23 (C): -0.108, atom 24 (C): -0.184, atom 25 (C): -0.162, atom 26 (C): 0.009, atom 27 (C): -0.041, atom 28 (C): -0.784, atom 29 (C): -0.076, atom 30 (C): -0.224, atom 31 (C): -0.023, atom 32 (C): -0.014, atom 33 (C): -0.194, atom 34 (C): -0.176, atom 35 (C): -0.550, atom 36 (C): -0.153, atom 37 (C): -0.054, atom 38 (C): 0.013, atom 39 (C): 0.021, atom 40 (C): 0.014, atom 41 (C): -0.636, atom 42 (C): -0.301, atom 43 (C): -0.453, atom 44 (C): -0.043, atom 45 (C): -0.139, atom 46 (C): -0.012, atom 47 (C): -0.136, atom 48 (C): -0.066, atom 49 (C): -0.083, atom 50 (C): -0.082, atom 51 (C): -0.051, atom 52 (C): -0.022, atom 53 (C): -0.213, atom 54 (C): -0.079, atom 55 (C): 0.017, atom 56 (C): -0.080, atom 57 (C): -0.016, atom 58 (H): 0.089, atom 59 (H): 0.108, atom 60 (H): 0.112, atom 61 (H): 0.074, atom 62 (H): 0.058, atom 63 (H): 0.091, atom 64 (H): 0.069, atom 65 (H): 0.081, atom 66 (H): 0.127, atom 67 (H): 0.124, atom 68 (H): 0.107, atom 69 (H): 0.168, atom 70 (H): 0.102, atom 71 (H): 0.128, atom 72 (H): 0.126, atom 73 (H): 0.119, atom 74 (H): 0.124, atom 75 (H): 0.086, atom 76 (H): 0.092, atom 77 (H): 0.106, atom 78 (H): 0.109, atom 79 (H): 0.122, atom 80 (H): 0.114, atom 81 (H): 0.125, atom 82 (H): 0.130, atom 83 (H): 0.084, atom 84 (H): 0.102, atom 85 (H): 0.081, atom 86 (H): 0.169, atom 87 (H): 0.119, atom 88 (H): 0.114, atom 89 (H): 0.111, atom 90 (H): 0.117

***

# C26H30N2O4

The molecule C26H30N2O4 (ωB97M-V/def2-TZVPD, OMol25).

The geometry in XYZ format:
```
62
Properties=species:S:1:pos:R:3:forces:R:3
O -0.87631 -0.46963 8.20575 0.14 0.15 -0.39
O -3.24639 -2.00296 -0.55864 -0.30 -0.26 0.13
O -0.85455 -0.09499 1.24879 0.09 0.08 0.02
O -0.81485 -0.31576 5.99984 -0.21 -0.18 -0.02
N -1.56519 -0.62716 -1.19310 0.31 0.26 -0.20
N -1.04971 -0.01129 -5.32948 -0.12 -0.01 -0.11
C -0.54515 -1.30192 -3.32147 -0.34 -0.15 -0.14
C 0.41136 -1.15824 -8.43200 -0.07 0.07 0.06
C 0.66180 1.19253 2.47318 -0.10 -0.07 -0.20
C -2.25839 0.52374 -4.73371 0.06 0.26 0.17
C 4.13078 0.72394 7.00151 0.02 0.06 -0.22
C -0.38445 0.25666 2.47084 0.26 0.22 0.34
C 0.26131 -0.27650 -7.37144 -0.01 -0.04 -0.11
C -2.31897 -1.27025 -0.29111 0.37 0.29 0.42
C 2.77809 -0.76769 -8.45313 0.07 -0.06 -0.07
C -0.85978 -0.23176 3.67498 -0.16 -0.13 -0.05
C 2.44446 2.47284 6.26848 0.12 -0.08 -0.12
C -2.08383 0.64740 -3.22295 -0.24 -0.28 -0.14
C -0.78443 -1.34685 -4.82668 0.30 -0.03 0.19
C 2.63683 0.11071 -7.39107 0.05 0.05 0.03
C -0.35527 0.03884 7.24502 -0.16 -0.19 0.63
C 0.72995 0.99531 7.28305 0.27 0.28 -0.34
C 1.28528 1.52926 6.17113 -0.23 -0.06 0.63
C -1.77432 -0.72303 -2.62138 0.07 0.05 -0.14
C -0.29368 0.20609 4.87134 0.54 0.49 -0.59
C 3.77210 1.76648 5.95094 -0.01 -0.01 0.16
C 0.75844 1.13635 4.88704 -0.42 -0.39 -0.10
C 1.21453 1.61931 3.65188 -0.18 -0.16 0.09
C 1.66279 -1.40039 -8.97296 0.08 -0.05 -0.09
C -1.92055 -1.01806 1.16858 -0.41 -0.35 0.04
C 1.38616 0.35694 -6.85632 -0.02 0.01 -0.03
C -1.09265 0.01335 -6.78174 -0.05 0.09 0.04
H -1.83755 -0.69800 -7.18260 0.04 0.07 -0.01
H -3.13557 -0.11402 -4.94961 0.01 0.04 -0.03
H 5.07857 0.25133 6.75532 0.07 -0.08 0.04
H 3.36699 -0.04822 7.05607 -0.02 -0.10 0.06
H -2.44539 1.51251 -5.16098 -0.05 -0.07 -0.02
H -0.33661 -2.30564 -2.94932 0.02 -0.01 0.06
H 1.01622 1.56739 1.52636 0.04 0.05 -0.11
H -1.64053 -1.98400 1.60839 -0.03 0.12 -0.06
H 2.49474 2.87485 7.28154 -0.04 0.06 -0.02
H -2.63052 -1.39276 -2.75592 0.11 0.09 -0.03
H -1.39805 1.02065 -7.08641 -0.08 -0.09 0.01
H 3.70753 1.28611 4.97285 0.06 0.06 -0.06
H 0.10527 -1.73085 -5.33109 -0.10 -0.06 0.03
H 2.01250 2.34327 3.62364 0.10 0.07 0.01
H -0.81681 -0.03822 -0.86077 -0.07 -0.06 0.08
H 1.76641 -2.08759 -9.80002 0.01 -0.06 -0.06
H 0.31916 -0.66662 -3.11855 0.09 0.01 0.03
H -2.80768 -0.64471 1.69546 0.11 -0.04 -0.08
H -1.62564 -2.03118 -5.04412 0.03 0.01 -0.05
H 1.26492 1.03602 -6.02626 0.00 0.07 0.11
H -1.25366 1.32586 -3.01657 0.03 0.08 0.03
H 2.30258 3.30748 5.57986 -0.04 0.06 0.05
H 1.07851 1.25357 8.27063 0.02 0.02 0.07
H -2.99092 1.05861 -2.77808 0.00 0.02 0.06
H -0.45622 -1.65848 -8.83929 -0.09 -0.05 -0.01
H 3.75458 -0.95873 -8.87332 0.08 -0.02 -0.03
H 3.50537 0.60629 -6.98190 0.06 0.04 0.03
H 4.22296 1.18484 7.98237 0.01 0.01 0.15
H -1.66258 -0.94703 3.73760 -0.10 -0.09 -0.03
H 4.56179 2.51934 5.90531 -0.02 0.00 -0.09
```
Forces are in eV/Å.

The relative energy (zero: lowest compared OMol25 entry of this formula, charge and spin) comes out at 84.7 kJ/mol. As for the charge: 0. Its structure (SMILES) is CCCc1cc(=O)oc2cc(OCC(=O)NC3CCN(Cc4ccccc4)CC3)ccc12.

How is the electron density shared among the atoms? According to Löwdin, the charges in e are: atom 1 (O): 0.115, atom 2 (O): 0.067, atom 3 (O): -0.043, atom 4 (O): 0.133, atom 5 (N): 0.113, atom 6 (N): -0.177, atom 7 (C): -0.116, atom 8 (C): -0.046, atom 9 (C): 0.006, atom 10 (C): -0.195, atom 11 (C): -0.100, atom 12 (C): -0.248, atom 13 (C): -0.232, atom 14 (C): -0.467, atom 15 (C): -0.097, atom 16 (C): 0.081, atom 17 (C): -0.154, atom 18 (C): -0.120, atom 19 (C): -0.184, atom 20 (C): -0.083, atom 21 (C): -0.441, atom 22 (C): 0.061, atom 23 (C): -0.164, atom 24 (C): -0.314, atom 25 (C): -0.171, atom 26 (C): -0.242, atom 27 (C): -0.102, atom 28 (C): -0.009, atom 29 (C): -0.087, atom 30 (C): -0.084, atom 31 (C): -0.044, atom 32 (C): -0.161, atom 33 (H): 0.127, atom 34 (H): 0.131, atom 35 (H): 0.072, atom 36 (H): 0.070, atom 37 (H): 0.121, atom 38 (H): 0.121, atom 39 (H): 0.118, atom 40 (H): 0.146, atom 41 (H): 0.119, atom 42 (H): 0.152, atom 43 (H): 0.130, atom 44 (H): 0.102, atom 45 (H): 0.123, atom 46 (H): 0.113, atom 47 (H): 0.143, atom 48 (H): 0.101, atom 49 (H): 0.121, atom 50 (H): 0.146, atom 51 (H): 0.133, atom 52 (H): 0.112, atom 53 (H): 0.121, atom 54 (H): 0.114, atom 55 (H): 0.131, atom 56 (H): 0.121, atom 57 (H): 0.109, atom 58 (H): 0.099, atom 59 (H): 0.101, atom 60 (H): 0.077, atom 61 (H): 0.125, atom 62 (H): 0.109